1.
Density functional theory data (wB97M-V/def2-TZVPD) for a molecular structure, C3H7OP in a non-equilibrium geometry.

```
12
Properties=species:S:1:pos:R:3:forces:R:3:mulliken_spin:R:1
C -1.606211 -0.242044 0.188653 -1.81 -1.52 0.72 0.520
C -2.411598 0.311844 -0.883863 -3.01 0.24 0.13 0.140
C 1.133661 -1.548466 0.844719 0.35 1.87 -0.11 -0.028
O -1.608758 -0.257329 1.364833 -0.09 0.98 0.99 0.310
P 0.410197 -1.145244 -0.818388 2.31 -0.68 -0.64 0.984
H -3.082718 1.207107 -0.584451 1.14 -1.10 -0.48 0.040
H -1.647762 0.566803 -1.592680 -0.34 0.24 -1.17 0.000
H -3.179726 -0.554554 -1.216627 2.06 1.87 0.47 0.004
H 0.244936 -1.255341 1.384725 0.04 -0.71 1.00 0.026
H 1.881803 -0.783377 1.175344 -0.48 -0.42 -0.75 0.000
H 1.567986 -2.491380 1.119286 -0.36 -0.69 -0.23 0.017
H -0.541050 -2.196280 -0.896120 0.19 -0.09 0.06 -0.013
```
Positions in Å, forces in eV/Å.

Results
HOMO-LUMO gap (alpha / beta)   6.37 / 7.97 eV
ΔE to the lowest compared entry with this formula, charge and spin   1.904 eV
⟨S²⟩   2.00
HOMO energy (alpha / beta)   -5.5 / -9.6 eV
2S+1   3
E   -534.91146 Eh


2.
Density functional theory data (wB97M-V/def2-TZVPD) for a molecular structure, C25H37O2Sn in a non-equilibrium geometry.

```
65
Properties=species:S:1:pos:R:3:forces:R:3:mulliken_charge:R:1
O 0.175392 1.051926 -6.475382 0.03 0.63 -2.04 -0.015
C 0.171039 2.214303 -7.362435 -0.08 0.53 0.22 -0.601
C 0.410765 1.401639 -8.634042 -0.15 -0.09 0.61 -0.867
H 0.993761 2.909276 -7.143711 -0.33 -0.06 0.27 0.270
H -0.800719 2.730660 -7.358956 0.32 -0.01 0.26 0.284
C 0.355120 0.212964 -7.653747 0.01 -0.46 -1.07 1.718
H 1.405117 1.524928 -9.083190 -0.46 0.09 -0.05 0.309
H -0.407997 1.410428 -9.363160 0.37 0.14 0.06 0.334
C 1.643979 -0.562296 -7.691531 0.33 -0.62 0.27 -1.809
H 2.489275 0.116503 -7.519242 -0.06 -0.17 -0.22 0.435
H 1.732556 -1.072375 -8.669997 0.06 0.39 0.30 0.442
H 1.673045 -1.305291 -6.888534 0.03 0.13 -0.42 0.242
C -0.842417 -0.675076 -7.921985 0.07 -0.25 0.18 -1.889
H -1.770680 -0.165624 -7.624240 0.21 -0.16 -0.25 0.360
H -0.726380 -1.587611 -7.326314 -0.31 0.03 -0.26 0.358
H -0.847766 -0.921390 -9.001371 -0.17 -0.03 0.55 0.473
Sn -0.050906 0.934686 -0.411719 0.52 0.22 0.16 0.545
C -2.145218 -0.371284 0.973183 -0.70 0.72 0.13 -0.168
C -2.461737 0.956843 1.378108 -0.34 -1.00 -0.52 -0.112
C -2.792370 1.708540 0.211799 -0.28 -0.68 -0.44 -1.012
H -2.518551 1.308185 2.407451 0.16 0.00 -0.35 0.389
C -2.681196 0.853134 -0.918966 -0.38 -0.01 0.82 -0.357
C -2.234041 -0.442290 -0.453257 -0.22 0.75 0.29 -0.968
H -2.160036 -1.352214 -1.045484 0.11 0.29 0.13 0.471
H -1.935889 -1.216757 1.629276 0.19 0.43 -0.28 0.369
H -3.135811 2.743589 0.198684 0.26 -0.29 -0.05 0.397
H -2.935214 1.094196 -1.951356 0.25 0.03 0.34 0.375
C 1.440787 -1.419674 0.836033 -0.26 0.46 -0.44 0.252
C 0.486047 -2.416873 0.204942 -0.38 -0.48 0.22 -0.696
C 0.669778 -2.475432 -1.153852 0.63 0.20 -0.06 -0.633
H -0.142021 -3.073255 0.797837 0.07 0.06 -0.06 0.401
C 1.575663 -1.445700 -1.548935 0.11 -0.73 -0.55 -0.452
C 1.884270 -0.669990 -0.411813 -0.60 1.06 0.34 -1.353
H 2.630218 0.120772 -0.368432 0.23 -0.33 -0.02 0.530
H 2.307366 -1.951406 1.277495 0.01 -0.14 0.26 0.503
H 0.238108 -3.197052 -1.848891 -0.04 0.17 0.31 0.455
H 2.021897 -1.364628 -2.542549 -0.32 0.05 0.47 0.819
O 1.366210 -0.843988 -4.970912 -1.12 0.67 1.48 -0.546
C 0.044847 -1.183128 -4.453826 0.24 -0.65 0.12 -0.253
C -0.595661 0.058038 -3.810122 0.12 0.04 -0.36 1.014
H 0.135135 -2.039838 -3.757054 0.06 0.56 -0.21 0.188
H -0.586095 -1.534467 -5.285603 0.38 0.12 0.07 -0.020
C 0.508832 1.142031 -3.805293 0.02 -0.19 -0.53 0.121
H -1.010528 -0.134400 -2.810796 0.28 -0.07 -0.34 -1.189
H -1.415229 0.348334 -4.478850 0.08 0.23 0.34 0.462
C 1.740520 0.420585 -4.381379 0.50 0.12 0.34 -0.722
H 0.735539 1.556302 -2.812269 -0.21 -0.38 -0.27 -0.069
H 0.185685 1.984289 -4.426398 0.22 -0.19 0.09 0.107
H 2.457655 0.245304 -3.560997 -0.16 -0.07 -0.29 0.410
H 2.263663 1.015171 -5.136897 -0.15 -0.13 -0.06 0.244
C 1.105321 -0.359576 5.389553 0.24 -0.11 0.01 -1.773
C 0.077223 0.181022 4.387202 0.11 0.05 -0.51 2.453
C -1.292557 -0.423850 4.697534 -0.23 -0.13 -0.09 -1.577
C 0.016180 1.704393 4.502696 -0.02 0.27 0.01 -1.552
C 0.487533 -0.191037 3.002861 0.40 -0.56 -0.48 -0.611
C 0.826777 -0.564410 1.889373 0.43 -0.52 1.66 -0.685
H 0.854003 -0.057404 6.414382 -0.06 0.00 -0.13 0.391
H 2.103878 0.026877 5.154458 -0.15 -0.10 0.04 0.391
H 1.140657 -1.454903 5.352490 0.03 0.19 -0.02 0.377
H -1.634594 -0.115796 5.692320 0.07 -0.01 -0.05 0.438
H -2.033872 -0.101282 3.960431 0.09 -0.08 0.12 0.204
H -1.237334 -1.518249 4.673545 -0.04 0.15 -0.03 0.362
H 1.012116 2.129304 4.337968 -0.16 0.01 -0.05 0.364
H -0.672764 2.121460 3.760359 0.15 -0.05 0.08 0.266
H -0.322173 2.005661 5.501512 0.02 -0.06 -0.06 0.405
```
Positions in Å, forces in eV/Å.

Results
HOMO-LUMO gap (alpha / beta)   3.52 / 3.95 eV
ΔE to the lowest compared entry with this formula, charge and spin   0.000 eV
HOMO energy (alpha / beta)   -1.0 / -1.4 eV
Total charge   -1
2S+1   1
E   -1339.32547 Eh


3.
Density functional theory data (wB97M-V/def2-TZVPD) for a molecular structure, C18H18Br2O16Pd in a non-equilibrium geometry.

```
55
Properties=species:S:1:pos:R:3:forces:R:3:mulliken_spin:R:1
Pd 0.003951 0.420765 -0.513866 0.27 -0.71 0.06 1.659
Br -1.340842 -1.107724 -2.319152 0.62 0.74 0.38 0.148
Br 0.726360 1.765849 1.636061 0.20 -0.26 -0.61 0.187
C -4.399232 -1.975389 3.878345 -1.25 -1.53 -2.97 0.108
C -3.645276 -0.900369 4.212802 -0.25 1.90 4.56 -0.047
C -3.019322 -0.024397 3.072801 2.30 1.51 3.22 0.059
O -2.282337 0.970371 3.241187 -1.46 -0.70 0.89 0.249
C -3.008475 -0.521526 1.793838 0.30 0.74 -2.17 0.098
C -3.743461 -1.595928 1.431062 -1.86 -5.35 -3.39 0.061
C -4.649491 -2.351402 2.500358 1.33 0.83 0.60 -0.036
O -5.375547 -3.248276 2.126161 -0.50 -0.32 -0.30 0.001
O -3.651195 -2.181000 0.268156 -0.19 2.12 3.21 0.382
O -3.624985 -0.647718 5.503377 1.20 0.70 -3.56 0.006
H -4.992472 -2.464208 4.636984 0.19 -0.12 0.14 0.005
H -2.419484 -0.006003 1.049710 0.10 0.07 -0.03 0.112
C 5.620425 -1.567185 0.091466 2.71 0.14 0.84 0.000
C 5.266535 -2.465538 -1.042593 -0.55 -0.47 -1.32 0.000
O 3.859901 -2.449328 -0.954888 -0.82 -1.34 -1.69 0.000
C 3.460194 -1.318521 -0.428451 -4.26 -0.71 3.52 -0.002
O 2.256808 -1.069769 -0.270654 3.78 0.62 -1.35 -0.014
O 4.482396 -0.856763 0.326555 -2.24 2.49 -0.12 0.000
H 6.398133 -0.837054 -0.132514 0.27 -0.21 -0.32 0.000
H 5.930851 -2.022038 1.032135 -0.10 -0.54 -0.07 0.000
H 5.539606 -3.520381 -1.071520 0.47 0.31 0.33 0.000
H 5.434415 -1.996789 -2.012225 0.86 -0.11 -0.07 0.000
C 3.919374 2.932461 -3.988845 3.50 2.36 -0.15 0.000
C 3.440172 2.179125 -5.165468 -0.27 1.42 -0.40 0.000
O 2.517898 1.451853 -4.470081 -2.80 -4.68 -2.21 0.001
C 2.259408 1.723260 -3.193249 -1.42 2.77 -0.90 0.002
O 1.191891 1.588837 -2.676460 1.05 -1.29 0.49 0.007
O 3.215140 2.579601 -2.807159 1.08 0.23 0.10 0.001
H 3.906415 4.004294 -4.186577 -0.44 0.13 0.59 0.000
H 4.982979 2.693989 -3.988694 0.19 0.00 1.30 0.000
H 4.208956 1.728579 -5.793227 0.19 -1.43 0.95 0.000
H 3.021785 2.788107 -5.966826 -1.10 0.38 0.42 0.000
C -0.308361 -3.094739 3.710516 -0.84 -0.07 -1.23 0.000
C -0.827828 -4.149986 2.685966 0.79 1.64 0.54 -0.003
O -0.469344 -3.505311 1.419980 -0.68 -4.30 -0.28 0.000
C -0.135205 -2.291310 1.567356 -1.23 2.38 2.93 0.000
O -0.074468 -1.473295 0.729475 0.46 1.07 -2.14 -0.006
O -0.100514 -1.912544 2.870587 0.42 -1.37 1.23 -0.001
H 0.603603 -3.428866 4.205273 0.00 0.45 0.05 0.000
H -1.161266 -2.933472 4.369787 0.56 0.53 0.44 0.001
H -1.908809 -4.187740 2.820678 0.03 -0.32 -0.73 0.002
H -0.329006 -5.107668 2.834658 -0.18 0.04 -0.59 0.000
C -3.080927 4.905460 -1.856847 -1.69 -0.92 0.21 0.002
C -3.959393 4.073065 -0.882450 -0.80 0.00 -1.20 0.000
O -3.122643 3.016426 -0.525397 -0.01 -1.16 1.37 0.000
C -1.961195 3.079631 -1.107025 3.16 -2.46 0.57 0.004
O -1.034958 2.256377 -0.928898 -3.30 3.36 -1.20 0.016
O -1.878995 4.151461 -1.903818 1.04 0.58 0.15 -0.001
H -3.072277 5.941386 -1.517890 1.04 -0.05 -0.24 0.000
H -3.526274 4.797844 -2.845869 0.10 0.57 -0.03 0.000
H -4.757371 3.608697 -1.461854 -0.35 0.21 0.22 0.000
H -4.386242 4.554799 -0.002777 0.40 0.11 -0.04 0.000
```
Positions in Å, forces in eV/Å.

Results
HOMO-LUMO gap (alpha / beta)   5.88 / 5.20 eV
⟨S²⟩   3.80
HOMO energy (alpha / beta)   -4.2 / -4.0 eV
Total charge   -1
2S+1   4
E   -7176.31782 Eh


4.
Density functional theory data (wB97M-V/def2-TZVPD) for a molecular structure, C24H27F4GeN4O3Zn in a non-equilibrium geometry.

```
64
Properties=species:S:1:pos:R:3:forces:R:3:mulliken_spin:R:1
Zn -0.262874 -0.856951 -0.643869 1.10 0.16 0.22 -0.002
C -0.375385 -2.267868 2.664741 0.39 -0.01 -0.27 0.015
C -1.722502 -1.890179 2.075233 -0.36 0.16 0.67 0.000
C -2.230214 -0.590000 2.698089 0.14 0.04 -0.26 -0.003
C -2.734021 -3.007457 2.280001 0.29 -0.11 -0.31 0.006
O -1.528056 -1.665696 0.646356 -1.18 -0.59 -0.10 0.110
Ge -2.806065 -1.810755 -0.783777 2.32 0.93 0.12 0.352
O -1.104080 -2.281402 -1.740632 -1.11 -0.26 -0.32 0.257
C -0.805306 -3.311722 -2.693139 -0.04 -1.25 0.21 -0.003
C -2.070263 -3.736387 -3.418170 0.02 0.48 -0.07 -0.001
C 0.236820 -2.767954 -3.664859 0.15 0.60 0.00 0.061
C -0.212071 -4.508248 -1.911424 -0.03 0.41 -0.03 0.028
O -1.963842 -0.016391 -1.148279 -0.94 -0.36 0.17 0.142
C -2.548433 1.055608 -1.923294 -0.53 0.14 -0.87 -0.013
C -1.750716 2.317819 -1.657119 0.38 0.00 0.43 0.025
C -4.004200 1.233109 -1.514840 0.26 -0.05 0.39 0.004
C -2.468420 0.687118 -3.411861 0.22 -0.05 0.21 0.003
H -0.486207 -2.539289 3.716122 -0.02 0.06 -0.10 0.001
H 0.054135 -3.122179 2.131388 -0.04 0.08 0.11 -0.002
H 0.321151 -1.421909 2.603164 -0.08 -0.15 0.03 -0.001
H -2.313714 -0.695992 3.782334 0.00 0.01 -0.13 0.001
H -1.537841 0.229616 2.475514 -0.09 -0.07 0.09 0.001
H -3.213000 -0.332936 2.295253 0.00 0.02 0.06 0.001
H -2.903294 -3.174539 3.343710 -0.01 0.01 -0.06 -0.001
H -3.693811 -2.749773 1.828801 -0.18 0.05 -0.01 0.002
H -2.376567 -3.940827 1.837018 -0.03 0.01 0.06 0.000
H -2.495969 -2.895548 -3.972485 0.00 -0.07 -0.04 -0.002
H -1.854368 -4.538748 -4.123164 -0.02 0.04 0.04 -0.002
H -2.818476 -4.102215 -2.712683 -0.07 -0.11 0.10 0.009
H -0.170653 -1.910630 -4.209500 0.07 -0.11 0.00 -0.003
H 1.137227 -2.453775 -3.127512 -0.04 -0.07 -0.08 -0.001
H 0.516801 -3.540625 -4.382706 -0.08 0.02 0.12 0.002
H -0.952487 -4.888664 -1.204855 0.04 -0.05 -0.03 -0.001
H 0.060233 -5.301072 -2.610998 -0.02 0.07 0.09 0.003
H 0.678211 -4.193753 -1.360372 -0.04 -0.09 -0.06 0.000
H -1.842612 2.617767 -0.607101 0.03 -0.01 -0.17 -0.003
H -0.691770 2.154145 -1.890418 -0.10 0.09 -0.01 0.002
H -2.117736 3.131417 -2.284956 0.03 -0.10 0.04 -0.001
H -4.082205 1.409124 -0.437576 -0.03 0.04 -0.10 0.001
H -4.444757 2.083216 -2.038806 0.02 -0.11 0.04 -0.003
H -4.589758 0.346717 -1.766656 -0.12 -0.09 -0.08 0.004
H -1.423761 0.606889 -3.728431 -0.11 0.00 -0.03 -0.001
H -2.967506 -0.270835 -3.581713 -0.02 0.02 -0.06 0.005
H -2.962484 1.448659 -4.018550 0.06 -0.08 0.06 0.002
F 5.628244 1.333263 2.741098 0.61 -0.54 0.21 0.000
C 4.697129 2.170407 2.383235 -0.47 0.65 -0.07 0.000
C 4.883487 3.486859 2.633592 -0.51 -0.57 -0.26 0.000
F 5.975377 3.856791 3.224386 0.62 0.24 0.30 0.000
C 3.922136 4.484270 2.240835 0.06 1.05 0.11 -0.001
C 2.705022 3.972675 1.650769 0.66 -0.64 0.17 0.000
C 2.532191 2.658921 1.406989 1.15 0.52 0.52 0.000
F 1.386918 2.279510 0.905220 -1.23 -0.80 -0.72 0.001
C 3.535646 1.676035 1.699170 0.02 -0.86 -0.40 0.000
C 3.443311 0.318855 1.338734 -0.61 0.84 -0.40 -0.001
C 2.409132 -0.207684 0.490597 1.45 0.85 1.66 0.002
N 1.602480 -0.740562 -0.119460 -1.19 0.05 -0.89 0.005
C 4.378885 -0.666087 1.757630 0.85 -1.28 0.41 0.000
N 5.079576 -1.521738 2.104962 -0.79 0.86 -0.45 -0.001
F 1.741818 4.787681 1.356615 -0.66 0.64 -0.20 0.000
C 4.158082 5.833436 2.399988 -0.14 -0.64 -0.09 0.001
C 5.347833 6.358903 2.992415 0.71 0.39 0.37 0.000
N 6.283587 6.848136 3.463209 -0.72 -0.36 -0.36 0.001
C 3.248249 6.843419 1.952369 -0.48 0.56 -0.30 0.000
N 2.561743 7.690025 1.569669 0.47 -0.59 0.30 0.001
```
Positions in Å, forces in eV/Å.

Results
HOMO-LUMO gap (alpha / beta)   5.93 / 3.22 eV
ΔE to the lowest compared entry with this formula, charge and spin   1.229 eV
⟨S²⟩   0.76
HOMO energy (alpha / beta)   -14.4 / -14.4 eV
Total charge   +2
2S+1   2
E   -5630.48939 Eh


5.
Density functional theory data (wB97M-V/def2-TZVPD) for 2 unconnected molecules or ions with the total composition C2H8N2O2 in a non-equilibrium geometry.

```
14
Properties=species:S:1:pos:R:3:forces:R:3:mulliken_charge:R:1
C 3.019365 0.098444 -0.318074 0.14 -0.61 0.46 -0.289
C -1.711471 0.908703 0.543023 -0.13 -0.86 -0.96 -0.694
N 1.951756 -0.566769 -0.457635 -0.21 0.08 -0.11 -0.330
N -1.967385 -0.004124 -0.631920 -0.58 0.87 0.59 -0.337
O 1.166471 -0.625998 0.684311 0.26 -0.03 -0.09 -0.327
O -1.304139 -1.266699 -0.593476 0.80 0.12 0.53 -0.429
H 0.383688 -1.133891 0.391790 0.19 0.33 -0.16 0.398
H -1.869503 -1.874672 -0.096724 -0.31 0.41 -0.28 0.336
H -1.622593 0.436861 -1.483211 0.09 -0.34 0.25 0.261
H 3.700310 0.085897 -1.152552 -0.07 0.18 -0.28 0.270
H 3.370355 0.507655 0.626308 -0.29 0.15 0.07 0.284
H -2.432720 1.713642 0.423955 -0.12 0.04 -0.01 0.324
H -0.716772 1.356398 0.613056 0.09 -0.37 -0.03 0.258
H -1.967362 0.364552 1.451148 0.12 0.05 0.02 0.274
```
Positions in Å, forces in eV/Å.

Results
HOMO-LUMO gap   10.21 eV
ΔE to the lowest compared entry with this formula, charge and spin   4.872 eV
HOMO energy   -9.3 eV
2S+1   1
E   -340.85139 Eh


6.
Density functional theory data (wB97M-V/def2-TZVPD) for a single C4HNO4 molecule in a non-equilibrium geometry.

```
10
Properties=species:S:1:pos:R:3:forces:R:3:mulliken_charge:R:1
C -0.616206 -0.998821 -0.350381 -0.04 0.16 0.80 -0.412
C 0.650149 -0.721859 -0.155727 -2.15 -0.41 -0.43 0.060
C -1.490254 0.031196 0.462312 -0.13 -1.43 0.85 0.405
C -0.901656 1.194084 -0.073214 1.71 1.38 -1.43 0.534
N 1.778135 -0.034267 0.135668 0.76 0.47 -2.07 0.775
O 2.273534 0.569951 -0.851137 -0.67 -0.37 0.96 -0.503
O -2.201853 -0.034335 1.428520 -0.09 -0.58 -0.38 -0.469
O -0.604700 1.890180 -0.926220 -0.37 0.69 0.18 -0.212
O 2.280014 -0.120475 1.224029 0.33 0.02 1.22 -0.541
H -1.167164 -1.775656 -0.893849 0.64 0.07 0.30 0.364
```
Positions in Å, forces in eV/Å.

Results
HOMO-LUMO gap (alpha / beta)   7.84 / 6.86 eV
ΔE to the lowest compared entry with this formula, charge and spin   6.567 eV
HOMO energy (alpha / beta)   -9.8 / -9.3 eV
2S+1   1
E   -508.44559 Eh


Question: Which value of 2S+1 does entry 6 give?
Answer: 1